Entry 1:
{
  "formula": "C31H37N5OTc",
  "method": "ωB97M-V/def2-TZVPD",
  "elements": ["Tc", "C", "C", "C", "C", "C", "C", "C", "N", "C", "N", "C", "C", "C", "C", "C", "C", "C", "N", "C", "C", "C", "C", "C", "C", "C", "H", "H", "H", "H", "H", "H", "H", "H", "H", "H", "H", "H", "H", "H", "H", "H", "H", "H", "H", "H", "H", "H", "N", "C", "C", "C", "N", "C", "C", "H", "H", "H", "H", "H", "H", "C", "C", "C", "C", "O", "H", "H", "H", "H", "H", "H", "H", "H", "H"],
  "positions_angstrom": [[0.3820, -1.2101, 0.9226], [-2.1831, 1.6949, -4.5165], [-1.9249, 2.9357, -3.7211], [-2.3268, 4.1922, -4.1524], [-2.0689, 5.3259, -3.3978], [-1.3929, 5.2187, -2.1899], [-0.9869, 3.9796, -1.7360], [-1.2441, 2.8423, -2.4981], [-0.7378, 1.5860, -2.1146], [-0.6175, 1.0609, -0.8765], [-1.4035, 1.5809, 0.0873], [-1.5812, 1.1822, 1.4106], [-0.9144, 0.0616, 1.9460], [-1.1561, -0.2371, 3.2904], [-1.9972, 0.5222, 4.0742], [-2.6741, 1.5961, 3.5104], [-2.4864, 1.9387, 2.1827], [-3.2520, 3.0888, 1.5965], [0.2279, 0.0648, -0.6450], [1.1096, -0.2768, -1.7263], [2.2855, 0.4564, -1.8805], [3.1684, 0.1428, -2.8997], [2.8724, -0.8849, -3.7834], [1.6826, -1.5838, -3.6560], [0.7885, -1.3023, -2.6280], [-0.4865, -2.0741, -2.4735], [-2.8176, 1.9031, -5.3715], [-2.6719, 0.9351, -3.9066], [-1.2469, 1.2765, -4.8930], [-2.8470, 4.2884, -5.0923], [-2.3748, 6.2957, -3.7589], [-1.1581, 6.1038, -1.6201], [-0.4214, 3.8974, -0.8205], [-0.3248, 1.0497, -2.8688], [-2.0266, 2.3203, -0.2204], [-0.6511, -1.0821, 3.7359], [-2.1442, 0.2838, 5.1156], [-3.3570, 2.1695, 4.1158], [-3.8897, 3.5297, 2.3569], [-3.9021, 2.7617, 0.7842], [-2.5951, 3.8755, 1.2281], [2.4994, 1.2599, -1.1898], [4.0794, 0.7082, -3.0089], [3.5729, -1.1460, -4.5618], [1.4408, -2.3518, -4.3730], [-0.4801, -2.9495, -3.1169], [-1.3473, -1.4580, -2.7404], [-0.6139, -2.3953, -1.4337], [5.8130, 0.0444, 3.4186], [4.6364, -0.0078, 2.7966], [3.4476, 0.4653, 3.3932], [2.2518, 0.3164, 2.7489], [2.1222, -0.2752, 1.5390], [3.2626, -0.6894, 0.9443], [4.5023, -0.5643, 1.5051], [5.8912, 0.3997, 4.3556], [6.6491, -0.3011, 2.9790], [3.4794, 0.9369, 4.3621], [1.3391, 0.6803, 3.2015], [3.1599, -1.1348, -0.0397], [5.3706, -0.9066, 0.9653], [0.0365, -5.1173, 0.8513], [-0.6711, -4.0790, 1.7441], [-0.4829, -4.4059, 3.2336], [-2.1700, -4.0406, 1.4059], [-0.1293, -2.8427, 1.4524], [-0.3600, -6.1085, 1.0494], [1.1092, -5.1240, 1.0393], [-0.1242, -4.8756, -0.1990], [-0.9427, -5.3642, 3.4590], [-0.9671, -3.6438, 3.8416], [0.5722, -4.4488, 3.4966], [-2.6085, -5.0245, 1.5381], [-2.3104, -3.7264, 0.3721], [-2.6827, -3.3400, 2.0605]],
  "lumo_energy_ev": [-7.44, -7.06],
  "gap_ha": [0.220, 0.234],
  "total_charge": 2,
  "s2": 0.760,
  "spin_multiplicity": 2,
  "e_above_lowest_ev": 1.099
}

---

Entry 2:
{
  "formula": "C31H37O2Si",
  "method": "ωB97M-V/def2-TZVPD",
  "elements": ["C", "Si", "C", "C", "O", "C", "C", "C", "C", "C", "C", "C", "C", "H", "H", "H", "H", "H", "H", "H", "H", "H", "H", "H", "H", "H", "H", "H", "H", "H", "H", "H", "H", "H", "H", "C", "O", "C", "C", "C", "C", "C", "C", "C", "C", "C", "C", "C", "C", "C", "C", "C", "C", "C", "C", "C", "H", "H", "H", "H", "H", "H", "H", "H", "H", "H", "H", "H", "H", "H", "H"],
  "positions_angstrom": [[2.2593, 0.5771, 2.0055], [1.1192, 1.8316, 2.7854], [0.6777, 1.2988, 4.5184], [1.8422, 3.5450, 2.7566], [-0.2408, 1.8593, 1.7657], [-1.2025, 0.9001, 1.5957], [-1.2206, 0.1252, 0.4728], [-2.3230, -0.8505, 0.2688], [-3.5472, -0.2333, -0.4298], [-4.4978, 0.4728, 0.5475], [-4.0474, 1.8770, 0.9895], [-3.3773, 1.9461, 2.3598], [-2.2999, 0.8859, 2.6373], [3.2804, 0.6672, 2.4029], [1.9038, -0.4384, 2.2212], [2.3094, 0.6906, 0.9141], [1.6143, 1.0270, 5.0267], [0.2021, 2.1071, 5.0890], [0.0215, 0.4188, 4.5357], [2.8642, 3.5119, 3.1619], [1.8929, 3.9456, 1.7347], [1.2568, 4.2428, 3.3714], [-0.6315, 0.4450, -0.3869], [-1.9725, -1.6824, -0.3419], [-2.6079, -1.3122, 1.2282], [-3.1893, 0.4684, -1.2011], [-4.0947, -1.0280, -0.9591], [-5.4725, 0.5600, 0.0500], [-4.6500, -0.1667, 1.4309], [-3.4019, 2.3306, 0.2229], [-4.9506, 2.5050, 1.0349], [-2.9391, 2.9462, 2.4849], [-4.1490, 1.8461, 3.1319], [-2.7603, -0.1075, 2.6546], [-1.8612, 1.0585, 3.6336], [5.9049, 2.2811, -1.8284], [4.5153, 2.6786, -1.8711], [3.5564, 1.7283, -1.7405], [2.2216, 2.1557, -1.9345], [1.1829, 1.2608, -1.8111], [1.4322, -0.0812, -1.4432], [0.3414, -1.0339, -1.3128], [0.5001, -2.3163, -0.6263], [-0.3579, -3.2784, -1.2541], [-0.4455, -4.5834, -0.7863], [0.2829, -4.9343, 0.3576], [1.1542, -4.0093, 0.9530], [1.2909, -2.7053, 0.4524], [-1.0035, -2.6348, -2.3957], [-0.5647, -1.2668, -2.4417], [-0.9002, -0.4710, -3.5293], [-1.7110, -1.0110, -4.5370], [-2.1811, -2.3362, -4.4565], [-1.8076, -3.1641, -3.3919], [2.7713, -0.5034, -1.2740], [3.8296, 0.3735, -1.4380], [6.4324, 3.2132, -2.0385], [6.1753, 1.8934, -0.8335], [6.1340, 1.5321, -2.6045], [2.0495, 3.1989, -2.1879], [0.1629, 1.6034, -1.9800], [-1.0729, -5.2890, -1.3297], [0.1889, -5.9418, 0.7690], [1.7320, -4.3030, 1.8292], [1.9876, -2.0029, 0.9017], [-0.5295, 0.5501, -3.5961], [-1.9842, -0.3890, -5.3931], [-2.8182, -2.7306, -5.2492], [-2.1013, -4.2113, -3.3235], [2.9730, -1.5490, -1.0453], [4.8515, 0.0062, -1.3228]],
  "lumo_energy_ev": -5.46,
  "gap_ha": 0.199,
  "total_charge": 1,
  "e_above_lowest_ev": 0.000
}

---

Entry 3:
{
  "formula": "C31H38AuClN4O2S4",
  "method": "ωB97M-V/def2-TZVPD",
  "elements": ["Au", "O", "C", "S", "C", "C", "S", "S", "S", "C", "C", "C", "C", "C", "N", "H", "H", "H", "H", "H", "H", "H", "H", "H", "C", "C", "C", "C", "C", "C", "C", "H", "H", "H", "H", "H", "H", "H", "C", "C", "C", "C", "C", "O", "C", "C", "C", "C", "C", "C", "Cl", "C", "C", "C", "N", "C", "N", "C", "N", "H", "H", "H", "H", "H", "H", "H", "H", "H", "H", "H", "H", "H", "H", "H", "H", "H", "H", "H", "H", "H", "H"],
  "positions_angstrom": [[0.1107, -0.3493, 0.2235], [5.7372, -3.9229, 0.3864], [4.7177, -3.3189, 0.5694], [4.6589, -1.6224, 1.0747], [2.9203, -1.4340, 1.0759], [2.1829, -2.5769, 0.7459], [0.4957, -2.6853, 0.7094], [3.1079, -4.0077, 0.3208], [2.2892, 0.1016, 1.3729], [0.9999, 4.6612, -2.3149], [0.8216, 4.5698, -0.7943], [-0.0419, 5.7265, -0.2820], [2.1875, 4.5572, -0.0943], [0.1514, 3.2959, -0.4812], [-0.3199, 2.2753, -0.2488], [1.4932, 5.6032, -2.5572], [0.0389, 4.6322, -2.8283], [1.6189, 3.8448, -2.6862], [0.4600, 6.6690, -0.5039], [-0.1878, 5.6597, 0.7959], [-1.0184, 5.7344, -0.7660], [2.7134, 5.4842, -0.3271], [2.7928, 3.7163, -0.4332], [2.0739, 4.4845, 0.9869], [0.1113, -0.6849, -1.8710], [1.5061, -0.5367, -2.2918], [2.0280, 0.7237, -2.6110], [3.3636, 0.8801, -2.9218], [4.2155, -0.2225, -2.9267], [3.7081, -1.4808, -2.6438], [2.3664, -1.6373, -2.3262], [-0.3024, -1.6722, -2.0431], [-0.5539, 0.1101, -2.2028], [1.3659, 1.5819, -2.5931], [3.7525, 1.8626, -3.1612], [5.2648, -0.0986, -3.1598], [4.3596, -2.3459, -2.6610], [1.9736, -2.6220, -2.1050], [-6.4615, 0.0509, 3.7548], [-6.2045, -1.0994, 4.7346], [-7.2636, -2.1862, 4.5091], [-6.4011, -0.5355, 6.1494], [-4.7728, -1.7151, 4.6002], [-4.5233, -2.5591, 5.7388], [-4.5328, -2.6176, 3.3736], [-4.8354, -2.1473, 1.9454], [-4.2985, -3.1439, 0.9478], [-3.1922, -2.8543, 0.1577], [-2.6906, -3.7873, -0.7394], [-3.3029, -5.0226, -0.8443], [-2.6796, -6.1967, -1.9643], [-4.4086, -5.3379, -0.0705], [-4.8964, -4.3954, 0.8189], [-3.6374, -0.6740, 4.7678], [-3.0330, -0.1671, 3.5491], [-2.0085, -0.6773, 2.8596], [-1.7644, 0.0707, 1.8026], [-2.6879, 1.0581, 1.8943], [-3.4769, 0.9529, 2.9383], [-7.4429, 0.4783, 3.9718], [-6.4680, -0.2638, 2.7138], [-5.7244, 0.8458, 3.8553], [-8.2575, -1.7529, 4.6289], [-7.1899, -3.0006, 5.2355], [-7.2123, -2.6137, 3.5078], [-7.4387, -0.2161, 6.2613], [-5.7802, 0.3433, 6.3301], [-6.1827, -1.2720, 6.9196], [-5.1828, -3.2612, 5.7458], [-5.0954, -3.5390, 3.5502], [-3.4842, -2.9263, 3.4229], [-4.4069, -1.1654, 1.7447], [-5.9123, -2.0476, 1.7998], [-2.7061, -1.8885, 0.2413], [-1.8258, -3.5633, -1.3475], [-4.8772, -6.3071, -0.1703], [-5.7669, -4.6396, 1.4179], [-2.8491, -1.1770, 5.3258], [-3.9578, 0.1896, 5.3441], [-1.4678, -1.5654, 3.1461], [-2.7634, 1.8642, 1.1844]],
  "lumo_energy_ev": [-1.30, -1.50],
  "gap_ha": [0.214, 0.201],
  "total_charge": 0,
  "e_above_lowest_ev": 1.606
}

---

| no. | DFT total energy (Eh) |
| --- | --- |
| 1 | -1632.8291 |
| 2 | -1643.2282 |
| 3 | -3762.2070 |